No. 1
109
Properties=species:S:1:pos:R:3 method="wB97M-V/def2-TZVPD" fmax_ev_per_a=2.1 e_tot_ev=-85402.7298 s_squared=2.047 spin_multiplicity=3
Mo -0.866 -0.026 -0.273
C 2.811 -4.150 -8.195
O 2.375 -4.890 -7.074
C 1.845 -4.195 -6.033
C 1.874 -2.811 -5.916
C 1.292 -2.201 -4.813
C 0.684 -2.949 -3.812
C 0.666 -4.341 -3.941
C 1.240 -4.956 -5.035
C 0.028 -2.255 -2.676
C -1.117 -1.493 -2.939
C -1.873 -1.652 -4.149
C -3.039 -0.989 -3.983
C -2.978 -0.329 -2.712
N -1.802 -0.680 -2.065
C -3.886 0.595 -2.246
C -3.632 1.357 -1.080
C -4.376 2.456 -0.635
C -3.827 2.865 0.575
C -2.765 2.012 0.836
C -2.007 1.863 2.118
C -2.484 2.850 3.160
C -3.745 2.706 3.723
C -4.248 3.651 4.606
C -3.484 4.765 4.930
O -3.886 5.749 5.775
C -5.237 5.744 6.187
C -2.219 4.915 4.369
C -1.729 3.970 3.489
C -2.119 0.420 2.507
N -1.562 -0.481 1.650
C -1.558 -1.696 2.330
C -0.794 -2.810 1.939
C -0.832 -4.013 2.815
C -0.125 -4.098 4.013
C -0.261 -5.203 4.830
C -1.119 -6.242 4.476
O -1.209 -7.266 5.362
C -2.121 -8.304 5.067
C -1.810 -6.179 3.271
C -1.655 -5.069 2.450
C -0.068 -2.853 0.774
C 0.865 -3.868 0.390
C 1.201 -3.645 -0.906
C 0.403 -2.539 -1.361
N -0.246 -1.977 -0.289
C -2.192 -1.532 3.571
C -2.529 -0.192 3.686
N -2.592 1.121 -0.193
C -5.185 0.800 -2.930
C -5.309 1.124 -4.275
C -6.554 1.261 -4.877
C -7.710 1.088 -4.129
O -8.970 1.206 -4.618
C -9.112 1.574 -5.976
C -7.604 0.775 -2.774
C -6.365 0.631 -2.190
H 3.091 -4.881 -8.948
H 3.676 -3.524 -7.961
H 2.008 -3.518 -8.586
H 2.354 -2.201 -6.670
H 1.332 -1.125 -4.707
H 0.164 -4.941 -3.193
H 1.223 -6.033 -5.149
H -1.560 -2.246 -4.991
H -3.874 -0.966 -4.661
H -5.205 2.906 -1.154
H -4.146 3.684 1.195
H -4.354 1.855 3.449
H -5.231 3.504 5.033
H -5.377 6.655 6.763
H -5.469 4.884 6.822
H -5.913 5.752 5.328
H -1.638 5.787 4.641
H -0.753 4.105 3.043
H 0.533 -3.289 4.306
H 0.280 -5.282 5.765
H -2.068 -9.000 5.899
H -1.849 -8.822 4.144
H -3.143 -7.924 4.980
H -2.475 -6.974 2.963
H -2.197 -5.017 1.514
H 1.219 -4.653 1.040
H 1.898 -4.195 -1.515
H -2.322 -2.305 4.310
H -2.962 0.290 4.546
H -4.423 1.316 -4.866
H -6.602 1.505 -5.930
H -10.181 1.629 -6.163
H -8.668 0.828 -6.640
H -8.658 2.550 -6.171
H -8.514 0.650 -2.201
H -6.297 0.367 -1.144
O 4.747 -0.459 2.245
C 3.543 -0.144 1.748
C 2.520 0.410 2.504
C 1.291 0.646 1.920
N 1.007 0.290 0.653
C 2.068 -0.053 -0.112
C 3.322 -0.295 0.380
C 1.756 0.068 -1.583
O 2.614 -0.054 -2.428
O 0.515 0.391 -1.763
C 0.272 1.429 2.649
O 0.248 1.582 3.833
O -0.589 2.025 1.776
H 4.785 -0.257 3.186
H 2.653 0.703 3.539
H 4.119 -0.579 -0.294


No. 2
126
Properties=species:S:1:pos:R:3 method="wB97M-V/def2-TZVPD" relative_energy_ev=3.342 fmax_ev_per_a=1.9 s_squared=0.780 spin_multiplicity=2
Ti 0.301 0.338 -0.228
O 0.705 -1.233 0.655
C 1.912 -1.915 0.560
C 2.921 -0.983 -0.038
C 4.281 -1.085 0.203
C 5.130 -0.161 -0.432
C 4.599 0.818 -1.207
C 3.142 0.971 -1.342
N 2.342 -0.070 -0.797
H -0.488 -2.200 0.486
H 1.811 -2.798 -0.088
H 2.257 -2.264 1.544
H 4.680 -1.871 0.819
H 6.198 -0.256 -0.317
H 5.213 1.504 -1.769
H 2.866 1.204 -2.377
Cl -6.467 2.466 2.251
C -4.947 1.714 1.934
C -3.936 2.445 1.327
C -2.746 1.810 1.053
Cl -1.431 2.614 0.302
C -2.480 0.458 1.353
O -1.342 -0.086 1.073
C -3.534 -0.212 2.005
Cl -3.295 -1.837 2.493
C -4.744 0.388 2.283
H -4.079 3.482 1.071
H -5.521 -0.180 2.771
C 1.381 3.700 4.715
Ge 0.753 3.649 2.804
C 2.030 4.836 1.809
C -0.954 4.710 2.689
Ge 0.706 1.085 2.265
C 2.529 0.516 2.981
C 2.824 -0.727 3.530
C 4.112 -1.062 3.911
C 5.143 -0.152 3.759
C 4.865 1.107 3.259
C 3.577 1.425 2.871
C -0.555 0.477 3.734
C -0.651 -0.832 4.195
C -1.558 -1.187 5.178
C -2.424 -0.241 5.701
C -2.375 1.059 5.232
C -1.447 1.406 4.265
H 1.494 4.732 5.033
H 2.343 3.210 4.818
H 0.684 3.210 5.385
H 1.901 5.829 2.233
H 1.817 4.897 0.745
H 3.070 4.551 1.929
H -1.028 5.335 3.573
H -1.853 4.111 2.619
H -0.917 5.357 1.820
H 2.036 -1.447 3.689
H 4.318 -2.035 4.332
H 6.149 -0.416 4.045
H 5.649 1.845 3.183
H 3.380 2.420 2.498
H -0.013 -1.597 3.775
H -1.602 -2.206 5.537
H -3.138 -0.518 6.463
H -3.054 1.810 5.614
H -1.410 2.430 3.922
C -2.022 -5.642 2.952
N -1.865 -4.711 1.868
C -2.703 -4.546 0.803
C -2.210 -3.519 0.055
N -1.082 -3.078 0.665
C -0.893 -3.802 1.756
H -3.026 -6.061 2.923
H -1.876 -5.129 3.903
H -1.294 -6.452 2.876
H -3.579 -5.138 0.650
H -2.610 -3.075 -0.835
H -0.072 -3.676 2.432
N 5.046 3.253 0.479
C 4.433 4.024 -0.475
O 4.901 5.099 -0.799
C 3.161 3.524 -1.031
C 2.576 4.189 -2.072
C 1.320 3.779 -2.549
C 0.629 2.802 -1.857
N 1.110 2.137 -0.812
C 2.513 2.287 -0.550
H 5.945 3.592 0.789
H 4.922 2.254 0.514
H 3.063 5.059 -2.482
H 0.854 4.282 -3.379
H -0.393 2.567 -2.152
H 2.713 2.101 0.511
F 0.859 0.353 -3.101
C 0.751 0.047 -4.425
C -0.409 -0.594 -4.837
C -0.487 -0.960 -6.176
F -1.573 -1.635 -6.574
C 0.527 -0.667 -7.072
F 0.442 -1.044 -8.351
C 1.662 0.027 -6.636
F 2.636 0.337 -7.500
C 1.777 0.378 -5.290
F 2.868 1.026 -4.853
Ge -1.805 -1.075 -3.501
S -1.791 0.087 -1.699
C -3.625 -0.909 -4.273
C -3.957 -0.008 -5.268
F -2.968 0.670 -5.869
C -5.273 0.231 -5.636
F -5.566 1.096 -6.613
C -6.302 -0.430 -4.966
F -7.574 -0.198 -5.299
C -5.997 -1.320 -3.937
F -6.982 -1.937 -3.274
C -4.668 -1.537 -3.615
F -4.348 -2.371 -2.606
C -1.343 -3.002 -3.261
C -1.954 -4.110 -3.851
F -2.994 -3.901 -4.668
C -1.525 -5.399 -3.603
F -2.137 -6.448 -4.164
C -0.448 -5.622 -2.730
F -0.048 -6.872 -2.446
C 0.201 -4.527 -2.150
F 1.215 -4.729 -1.285
C -0.240 -3.258 -2.446
F 0.386 -2.167 -1.903


No. 3
126
Properties=species:S:1:pos:R:3 method="wB97M-V/def2-TZVPD" relative_energy_ev=32.683 fmax_ev_per_a=18.7 s_squared=0.761 spin_multiplicity=2
Ti 0.325 -0.887 0.439
O 1.887 -0.462 1.945
C 2.704 -1.624 2.132
C 2.613 -2.610 0.974
C 3.406 -3.742 0.934
C 3.298 -4.624 -0.133
C 2.424 -4.307 -1.161
C 1.659 -3.164 -1.059
N 1.720 -2.337 -0.008
H 2.380 0.185 1.393
H 2.359 -2.120 3.042
H 3.745 -1.337 2.288
H 4.103 -3.930 1.740
H 3.882 -5.533 -0.162
H 2.324 -4.939 -2.031
H 0.952 -2.909 -1.839
Cl -6.159 -1.241 -4.093
C -4.988 -0.779 -2.897
C -3.904 -1.757 -2.631
C -2.765 -1.745 -1.782
Cl -1.843 -3.234 -1.892
C -2.325 -0.699 -0.772
O -1.298 -1.298 -0.106
C -4.073 0.523 -1.403
Cl -2.932 0.564 -0.595
C -5.092 0.471 -2.264
H -3.992 -2.660 -3.221
H -5.866 1.212 -2.397
C -4.190 1.644 3.340
Ge -2.911 0.324 2.513
C -3.364 0.536 0.731
C -3.985 -1.388 2.673
Ge -0.767 1.686 0.670
C -1.974 3.364 1.005
C -1.556 4.274 1.982
C -2.135 5.531 2.107
C -3.133 5.937 1.247
C -3.601 5.055 0.288
C -3.049 3.789 0.181
C 0.801 2.497 1.758
C 1.883 3.277 1.353
C 2.844 3.688 2.271
C 2.742 3.318 3.604
C 1.658 2.561 4.029
C 0.701 2.156 3.108
H -5.077 1.744 2.717
H -3.730 2.625 3.450
H -4.484 1.286 4.328
H -3.069 1.804 -0.582
H -1.867 0.907 -0.131
H -2.287 0.975 -1.581
H -5.018 -1.150 2.422
H -3.948 -1.806 3.681
H -3.619 -2.135 1.965
H -0.754 3.996 2.650
H -1.788 6.197 2.887
H -3.540 6.937 1.328
H -4.396 5.349 -0.387
H -3.415 3.100 -0.546
H 1.996 3.552 0.311
H 3.677 4.295 1.938
H 3.502 3.626 4.310
H 1.560 2.289 5.073
H -0.167 1.588 3.436
C -0.453 5.657 -3.098
N -0.598 4.275 -2.683
C -1.204 3.286 -3.404
C -1.206 2.174 -2.626
N -0.606 2.481 -1.402
C -0.254 3.753 -1.503
H -0.654 5.727 -4.163
H 0.556 6.013 -2.899
H -1.168 6.284 -2.565
H -1.603 3.450 -4.389
H -1.653 1.226 -2.835
H 0.233 4.293 -0.708
N -2.778 -6.106 2.491
C -1.610 -5.613 2.003
O -0.913 -6.207 1.206
C -1.216 -4.274 2.548
C -1.350 -3.911 3.884
C -0.893 -2.664 4.274
C -0.341 -1.818 3.330
N -0.213 -2.165 2.044
C -0.638 -3.375 1.670
H -3.130 -6.958 2.086
H -3.426 -5.520 2.987
H -1.782 -4.597 4.601
H -0.971 -2.340 5.302
H 0.040 -0.843 3.604
H -0.531 -3.656 0.630
F 0.123 -0.807 -2.563
C 0.663 -0.691 -3.785
C 2.033 -0.493 -3.882
C 2.561 -0.377 -5.158
F 3.876 -0.147 -5.285
C 1.777 -0.467 -6.291
F 2.308 -0.347 -7.508
C 0.412 -0.657 -6.156
F -0.358 -0.717 -7.236
C -0.155 -0.765 -4.896
F -1.473 -0.916 -4.786
Ge 3.125 -0.009 -2.293
S 1.939 0.769 -0.671
C 4.477 -1.398 -1.870
C 4.807 -2.450 -2.709
F 4.143 -2.591 -3.862
C 5.781 -3.375 -2.380
F 6.070 -4.385 -3.201
C 6.440 -3.275 -1.166
F 7.359 -4.174 -0.832
C 6.107 -2.258 -0.287
F 6.685 -2.197 0.915
C 5.138 -1.345 -0.652
F 4.810 -0.377 0.216
C 4.084 1.615 -2.923
C 5.437 1.860 -2.773
F 6.220 0.907 -2.247
C 6.011 3.064 -3.141
F 7.322 3.265 -3.002
C 5.213 4.078 -3.642
F 5.750 5.244 -3.984
C 3.850 3.873 -3.782
F 3.063 4.859 -4.228
C 3.316 2.649 -3.435
F 1.994 2.455 -3.588